Entry from the OMol25 dataset: a cluster of 2 separate species, C3H5N2O in total (ωB97M-V/def2-TZVPD).

Results
- Total charge: -1
- Gap between HOMO and LUMO: 7.313 eV
- LUMO energy: 0.158 hartree
- DFT total energy: -301.99583 a.u.
- Maximum force: 0.077 Eh/bohr
- ΔE to the lowest compared entry with this formula, charge and spin: 5.7 kcal/mol

Geometry (Å):
1 C 1.335 -0.300 1.729
2 H -0.879 -0.527 2.103
3 H -0.801 0.287 -2.496
4 N -0.661 0.100 0.223
5 N -2.377 0.744 -4.111
6 C -1.554 0.394 -3.335
7 C -0.104 -0.070 1.400
8 O -0.003 0.215 -0.930
9 H 1.808 0.537 1.278
10 H 1.744 -1.160 1.274
11 H 1.493 -0.220 2.866

Here are the Mulliken charges for atoms 1 to 6, given in e:
1. C -0.753
2. H 0.227
3. H 0.211
4. N -0.449
5. N -0.468
6. C 0.225

---

Entry from the OMol25 dataset: a structure of composition C44H48BiFN12O4 (ωB97M-V/def2-TZVPD).

Results
- Total charge: +2
- Gap between HOMO and LUMO: 7.028 eV
- LUMO energy: -0.194 hartree
- DFT total energy: -2977.36372 a.u.
- Maximum force: 0.074 Eh/bohr
- ΔE to the lowest compared entry with this formula, charge and spin: 116.0 kcal/mol

Geometry (Å):
1 H 6.454 12.177 16.091
2 C 18.822 10.278 11.556
3 C 16.513 10.929 18.236
4 H 10.938 6.968 11.486
5 H 8.365 7.341 16.259
6 C 20.540 14.659 7.604
7 H 12.490 12.215 11.134
8 C 14.722 9.762 13.830
9 O 9.041 11.766 12.394
10 H 17.177 9.369 13.182
11 C 8.084 12.057 14.838
12 C 11.397 10.299 10.876
13 C 15.275 10.470 17.713
14 H 18.479 14.099 6.985
15 C 15.057 12.025 12.617
16 C 17.222 12.174 11.331
17 H 11.165 9.024 15.022
18 O 13.458 9.891 13.572
19 C 19.958 16.668 8.889
20 C 11.495 9.109 8.920
21 H 11.581 9.561 17.789
22 H 15.294 9.553 17.166
23 C 15.579 10.740 13.120
24 N 14.145 11.160 17.806
25 N 11.257 11.891 12.890
26 H 20.829 14.317 6.599
27 C 18.056 12.824 10.416
28 C 15.353 13.015 18.684
29 H 10.870 16.269 11.625
30 H 18.550 9.259 11.422
31 H 20.873 10.131 12.425
32 H 7.913 13.066 18.015
33 C 7.516 12.307 16.093
34 C 9.469 12.199 14.643
35 H 11.951 7.224 17.951
36 H 19.060 10.611 10.526
37 H 10.468 6.194 17.986
38 C 11.164 9.106 11.582
39 H 19.689 10.094 13.697
40 N 17.588 10.938 11.930
41 H 18.089 16.605 10.065
42 C 11.499 11.753 11.411
43 C 9.938 12.006 13.235
44 C 11.354 18.250 12.336
45 H 19.999 11.646 12.837
46 C 11.150 7.886 10.943
47 Bi 12.645 11.705 14.614
48 C 8.372 12.764 17.102
49 C 15.967 12.686 11.729
50 C 12.461 19.031 12.728
51 C 11.598 16.894 12.022
52 C 14.213 12.483 18.151
53 H 10.402 18.630 12.393
54 H 19.852 16.438 6.805
55 H 11.154 9.073 12.666
56 C 15.530 13.907 11.140
57 C 10.122 8.196 17.276
58 H 14.574 14.337 11.412
59 C 9.105 8.131 16.026
60 H 20.540 16.221 9.709
61 N 11.677 9.531 15.730
62 C 17.695 14.096 9.960
63 H 17.849 16.695 8.335
64 N 10.300 12.695 15.622
65 H 13.367 13.075 17.967
66 N 11.589 10.270 9.539
67 C 13.759 18.434 12.915
68 H 9.677 7.965 15.120
69 O 14.053 12.713 13.154
70 H 14.837 16.600 12.461
71 H 7.385 11.686 14.062
72 H 10.191 8.730 19.407
73 C 16.528 12.219 18.667
74 O 15.264 8.933 14.619
75 N 15.072 15.374 19.651
76 N 18.479 14.768 9.051
77 H 8.551 8.074 18.796
78 H 8.625 9.115 15.881
79 C 18.521 16.259 9.153
80 H 18.912 12.275 10.015
81 H 19.296 13.021 8.176
82 H 20.180 17.764 8.837
83 C 9.744 12.893 16.840
84 N 20.473 16.113 7.579
85 C 19.867 10.557 12.682
86 C 11.010 6.969 17.438
87 H 17.485 12.694 18.957
88 H 12.595 9.022 15.794
89 N 12.840 16.371 11.981
90 H 21.310 14.353 8.412
91 C 9.445 8.694 18.585
92 H 21.439 16.452 7.453
93 C 16.839 10.314 12.785
94 C 19.115 14.084 7.929
95 H 10.457 13.300 17.544
96 H 11.629 9.164 7.851
97 H 17.268 10.146 18.409
98 C 12.317 20.483 12.958
99 H 9.070 9.693 18.466
100 C 11.369 7.878 9.581
101 H 10.608 12.193 10.958
102 H 11.463 6.933 9.041
103 N 12.101 21.598 13.083
104 H 14.639 19.033 13.190
105 H 11.246 6.438 16.489
106 N 10.978 9.419 16.942
107 C 16.398 14.596 10.378
108 F 15.974 15.852 10.063
109 C 15.132 14.305 19.206
110 C 13.854 17.120 12.415

Here are the Mulliken charges for atoms 1 to 6, given in e:
1. H 0.510
2. C -1.005
3. C -0.820
4. H 0.430
5. H 0.439
6. C -0.715

---

Entry from the OMol25 dataset: a cluster of 8 separate species, C23H50BNO11S7 in total (ωB97M-V/def2-TZVPD).

Results
- Total charge: 0
- Gap between HOMO and LUMO: 6.888 eV
- LUMO energy: -0.055 hartree
- DFT total energy: -4600.41625 a.u.
- Maximum force: 0.176 Eh/bohr

Geometry (Å):
1 H 4.556 0.446 -6.085
2 H -3.421 7.221 -0.737
3 H -6.915 -7.115 4.917
4 C 2.912 -1.241 -5.261
5 C -3.720 7.088 2.071
6 H 2.017 4.341 -0.341
7 H -6.512 -7.909 3.363
8 H -3.387 6.896 3.094
9 H -9.085 -6.189 3.815
10 H 6.632 7.309 -2.868
11 H 0.784 -4.516 -1.243
12 C 3.517 -5.352 -1.072
13 H 1.015 5.761 0.058
14 H -2.194 -4.090 -2.020
15 H -4.350 8.667 -0.233
16 C 1.276 -4.396 -2.211
17 C 3.595 0.277 -5.418
18 H -0.736 -5.985 6.778
19 H 1.071 -2.544 -4.166
20 H 2.674 3.841 -4.531
21 S -2.538 8.207 1.282
22 H -4.707 7.557 2.095
23 S -6.881 -5.540 3.099
24 H -9.114 -5.300 2.272
25 C -3.352 8.235 -0.334
26 C 0.298 5.333 2.758
27 S 7.394 6.139 -0.900
28 B 4.637 3.069 -3.407
29 H 6.054 6.938 0.913
30 H 0.437 5.391 3.839
31 O -0.682 -5.484 0.114
32 H 4.663 2.539 -1.492
33 C -2.787 -4.708 -1.343
34 H -0.571 4.707 2.540
35 O -3.526 -6.557 4.584
36 H 0.325 4.112 0.169
37 H 1.252 -5.338 -2.763
38 S 1.777 4.591 2.026
39 O 4.036 3.121 -2.046
40 C 5.914 6.880 -0.168
41 C 1.540 1.340 -3.621
42 O 8.522 7.110 -0.718
43 N -0.229 1.443 -1.939
44 H 3.431 -2.136 -5.828
45 O -1.155 -0.977 -2.148
46 H -2.822 -6.047 2.085
47 C 1.568 -1.492 -4.297
48 O -6.206 -5.549 1.760
49 O 0.682 3.755 -2.702
50 H 5.046 6.255 -0.386
51 C -6.352 -7.026 3.985
52 C 0.950 -0.187 -3.521
53 H -3.785 -4.276 -1.242
54 H 4.045 3.208 -5.709
55 C -1.177 -6.131 5.789
56 C 3.533 3.025 -4.670
57 O 2.905 5.563 2.208
58 O -1.247 7.459 1.123
59 S 2.988 -3.866 -1.959
60 H -5.288 -6.932 4.215
61 H -3.153 -4.130 6.068
62 C 0.675 2.411 -2.730
63 H -4.141 -5.386 1.086
64 H -2.759 8.853 -1.011
65 H -3.766 6.144 1.522
66 S -1.972 -4.736 0.273
67 H -2.855 -5.722 -1.745
68 H 3.357 -6.236 -1.695
69 C -0.298 -0.003 -2.474
70 S -2.933 -6.530 5.961
71 H -0.004 1.511 -0.903
72 C 6.839 6.266 -2.618
73 H 7.633 5.889 -3.268
74 O 3.663 -3.876 -3.298
75 O 6.113 3.010 -3.668
76 H -2.898 -4.854 7.687
77 C -3.410 -4.962 6.728
78 H 5.763 7.886 -0.567
79 H 2.954 -5.442 -0.141
80 C -3.155 -5.855 1.062
81 H -1.055 -5.228 5.187
82 H -3.201 -6.799 0.513
83 H -0.678 -6.966 5.293
84 C 1.223 4.718 0.308
85 C -8.593 -6.069 2.847
86 H 0.755 -3.627 -2.785
87 H -4.490 -4.971 6.894
88 H 5.941 5.660 -2.758
89 H 6.167 2.542 -4.570
90 C 2.862 1.496 -4.577
91 H 0.146 6.338 2.359
92 H -8.617 -7.011 2.294
93 H 4.581 -5.259 -0.843

Here are the Mulliken charges for atoms 1 to 6, given in e:
1. H 0.270
2. H 0.308
3. H 0.376
4. C -0.469
5. C -0.940
6. H -0.021

---

Entry from the OMol25 dataset: a cluster of 2 separate species, C6H13ClNOP in total (ωB97M-V/def2-TZVPD).

Results
- Total charge: 0
- Gap between HOMO and LUMO (alpha / beta): 6.961 / 7.293 eV
- LUMO energy (alpha / beta): 0.001 / 0.013 hartree
- DFT total energy: -1167.82127 a.u.
- Maximum force: 0.062 Eh/bohr
- ΔE to the lowest compared entry with this formula, charge and spin: 86.1 kcal/mol

Geometry (Å):
1 O -1.886 -1.033 -1.584
2 H -4.437 -2.530 -0.431
3 H 0.737 -0.413 -1.558
4 C 0.104 0.324 -1.252
5 H 1.132 0.050 1.671
6 P 1.501 2.589 1.166
7 H 4.343 2.676 1.283
8 C -3.245 -1.195 -1.273
9 Cl 2.612 4.212 0.869
10 H -2.859 -2.588 0.401
11 H 0.544 1.265 -0.953
12 H 2.519 -0.284 2.517
13 N 2.706 1.356 1.280
14 C 2.235 0.040 1.556
15 H -3.128 -3.354 -1.181
16 H -3.932 -1.148 -2.207
17 C 4.031 1.523 1.296
18 C -3.375 -2.551 -0.537
19 H 2.409 -0.546 0.708
20 H -3.517 -0.292 -0.626
21 H -1.925 1.079 -0.902
22 C -1.228 0.147 -1.260
23 H 4.661 0.672 1.017

Here are the Mulliken charges for atoms 1 to 6, given in e:
1. O -0.295
2. H 0.354
3. H 0.335
4. C -0.980
5. H 0.324
6. P 0.061

---

Entry from the OMol25 dataset: a cluster of 8 separate species, C3H23NO7S in total (ωB97M-V/def2-TZVPD).

Results
- Total charge: 0
- Gap between HOMO and LUMO: 9.325 eV
- LUMO energy: 0.011 hartree
- DFT total energy: -1107.63545 a.u.
- Maximum force: 0.116 Eh/bohr
- ΔE to the lowest compared entry with this formula, charge and spin: 77.1 kcal/mol

Geometry (Å):
1 S 0.548 2.554 2.284
2 H 1.636 -0.834 3.839
3 H -2.174 2.305 -2.837
4 H 2.684 0.650 -2.296
5 H -1.895 -0.626 2.394
6 N 0.743 0.700 -1.327
7 H -0.166 1.139 -1.442
8 H 0.339 -0.720 3.041
9 H 0.295 1.215 2.275
10 H 2.164 2.185 -0.684
11 C 1.353 1.631 -0.292
12 H -0.668 2.097 0.235
13 H 0.688 -4.243 -0.074
14 H -1.576 -2.035 0.053
15 H 0.300 3.569 -0.060
16 O -1.932 1.490 -2.610
17 H -4.152 0.182 -0.958
18 H 1.253 -0.297 -3.034
19 H -2.522 0.834 -2.232
20 H -2.772 -0.700 -0.739
21 H 1.293 -2.894 0.380
22 H -0.709 -0.731 -0.197
23 O -1.454 -1.425 2.955
24 O 0.476 -3.366 0.099
25 O 2.335 -1.585 0.668
26 O 1.293 -0.777 3.020
27 O -1.523 -0.989 0.258
28 C 1.530 0.741 -2.593
29 O -3.460 -0.385 -1.372
30 H 1.807 -1.437 1.429
31 C 0.300 2.611 0.388
32 H -1.111 -2.039 2.279
33 H 1.796 0.763 0.403
34 H 1.393 1.573 -3.221
35 H 1.887 -1.155 -0.034

Here are the Mulliken charges for atoms 1 to 6, given in e:
1. S -0.212
2. H 0.222
3. H 0.238
4. H 0.338
5. H 0.360
6. N -0.153